Record 1
Here is a structure of composition C33H44Br45ClO5P2 at a distorted geometry from the OMol25 dataset. Energies are from ωB97M-V/def2-TZVPD.

Geometry as ORCA input:
```
! RIJCOSX wB97M-V def2-TZVPD def2/J DEFGRID3
* xyz 0 1
C 5.86390 -4.19071 3.78963
C 5.54385 -2.70041 3.82884
C 4.22345 -2.36463 3.13257
C 4.01195 -0.85983 3.05887
C 2.59598 -0.43860 2.66922
C 1.54125 -0.67620 3.76092
C 0.14658 -0.92486 3.14699
C -1.01057 -0.15768 3.80181
C -1.76877 -0.89894 4.91777
C -2.04916 -2.34973 4.64918
C -2.89315 -2.85506 3.72169
C -3.72541 -2.01051 2.79797
C -3.59885 -2.31465 1.29696
C -2.16352 -2.33296 0.79389
Cl -4.45670 -3.77758 0.75310
C -2.96773 -4.33996 3.68554
O -3.99873 -4.97439 3.56113
C -1.66334 -5.02923 3.89150
P -1.23664 -6.50080 2.92316
P 0.69390 -6.06235 1.99565
O 1.48213 -7.29189 1.88142
O 0.47786 -5.37619 0.56130
O 1.46720 -4.97453 2.88082
C -0.84139 -4.53834 4.83769
C -1.30942 -3.31369 5.52574
O -1.11435 -3.09266 6.70694
H 6.70033 -4.43245 4.44561
H 4.99672 -4.75577 4.13645
H 6.10844 -4.50018 2.77275
H 6.34522 -2.11012 3.37385
H 5.47304 -2.37914 4.87274
H 3.43458 -2.85426 3.71166
H 4.25750 -2.79817 2.12889
H 4.68283 -0.48576 2.27661
H 4.32267 -0.36254 3.98180
H 2.32762 -0.96262 1.74707
H 2.60411 0.63290 2.44725
H 1.52775 0.16884 4.45132
H 1.86271 -1.56565 4.31003
H 0.20050 -0.59601 2.10708
H -0.03948 -2.00381 3.10718
H -1.68654 0.22079 3.03439
H -0.57072 0.72912 4.26267
H -1.22049 -0.79858 5.85312
H -2.72191 -0.38646 5.08190
H -3.46069 -0.96301 2.92646
H -4.78125 -2.10153 3.07359
H -4.10577 -1.50574 0.77110
H -1.70018 -3.31200 0.93119
H -2.16976 -2.09893 -0.27127
H -1.59694 -1.54346 1.28737
H -2.07625 -6.47304 1.79907
H 0.50309 -4.40777 0.61925
H 1.01483 -4.11654 2.94541
H 0.11035 -4.98021 5.10807
C -2.49496 5.71569 5.58182
Br -1.47808 4.96815 7.03000
Br -1.44382 5.86905 3.97946
Br -4.12281 4.74090 5.27144
H -2.77650 6.71740 5.87605
C -3.68629 -1.74070 -3.66515
Br -3.50731 -3.62777 -3.35180
Br -4.26223 -0.79752 -2.08788
Br -2.05470 -1.01626 -4.37717
H -4.45954 -1.61010 -4.40707
C -6.16608 -7.33452 2.80645
Br -7.61676 -8.29773 3.62093
Br -4.53085 -8.33978 2.85860
Br -6.59462 -6.78151 1.01551
H -6.00055 -6.43752 3.38722
C -5.07001 -0.38387 -7.87672
Br -4.98196 -2.27892 -7.55722
Br -5.66222 0.57531 -6.31766
Br -3.40642 0.30183 -8.54235
H -5.80628 -0.22717 -8.65088
C 0.22087 1.40690 -7.25557
Br 1.60888 1.82566 -8.51423
Br 0.92726 0.59148 -5.66632
Br -0.85580 2.95270 -6.84137
H -0.43710 0.68603 -7.71971
C -1.66065 6.93276 -4.60129
Br -0.54034 6.26065 -3.19086
Br -0.67339 7.35541 -6.19843
Br -3.11787 5.73158 -4.96992
H -2.08618 7.85986 -4.24387
C 4.11063 3.36290 3.77328
Br 3.18904 3.58221 2.09637
Br 2.99379 2.49409 5.07516
Br 5.76775 2.42130 3.53542
H 4.33944 4.35320 4.13926
C 0.49318 6.31315 -10.30765
Br -0.60910 4.74145 -10.39565
Br 1.99331 6.08465 -9.12232
Br 1.04714 6.88390 -12.06101
H -0.11825 7.10299 -9.89583
C 5.48826 1.81961 -0.18231
Br 6.99865 0.69816 0.21409
Br 5.91066 3.13853 -1.51434
Br 3.94275 0.78369 -0.66801
H 5.23951 2.34819 0.72709
C 2.25754 -8.92545 -0.97537
Br 3.60922 -10.18358 -0.44337
Br 2.91542 -7.70922 -2.31513
Br 0.65423 -9.81408 -1.55861
H 2.00242 -8.33665 -0.10173
C -7.26336 1.34900 -11.26826
Br -7.18130 -0.54770 -10.94384
Br -7.85350 2.30508 -9.70801
Br -5.59405 2.03125 -11.92892
H -8.00219 1.50448 -12.04095
C -0.58225 8.82837 0.24522
Br 0.50078 7.53236 1.16590
Br 0.42443 9.78195 -1.08489
Br -2.14385 7.99930 -0.50698
H -0.91360 9.54922 0.97816
C -0.87667 8.88854 8.55830
Br -2.55832 8.25665 9.24382
Br 0.59457 7.80754 9.15916
Br -0.90767 9.04682 6.63970
H -0.72417 9.88158 8.95487
C 2.89386 4.82784 -5.02217
Br 3.52548 6.29940 -6.09406
Br 1.13854 4.21772 -5.63945
Br 4.13527 3.36242 -4.99233
H 2.81435 5.20099 -4.00985
C 7.18240 -1.07439 -3.76801
Br 5.55757 -0.16683 -4.24678
Br 6.95415 -2.16240 -2.19986
Br 7.88559 -2.09273 -5.23947
H 7.91207 -0.31498 -3.52559
*
```

Calculated values
- Energy: -118633.4548 a.u.
- Highest occupied orbital energy: -0.343 hartree
- Orbital gap: 7.93 eV
- ΔE to the lowest compared entry with this formula, charge and spin: 0.000 eV
- Max |F|: 2.6 eV/A

Results of the Mulliken charge analysis, in e, for atoms 1 through 2: number 1, C, carries -1.2422; number 2, C, carries -0.5671

Record 2
Here is a structure of composition C33H44HgN4P2 at a distorted geometry from the OMol25 dataset. Energies are from ωB97M-V/def2-TZVPD.

Geometry as ORCA input:
```
! RIJCOSX wB97M-V def2-TZVPD def2/J DEFGRID3
* xyz 0 1
Hg -1.39000 0.04689 -2.89820
C 1.56097 -3.47230 0.78054
C 1.83506 -3.26060 -0.50647
C 0.90848 -3.71379 -1.59190
C -0.64449 -3.51605 -1.44434
C -1.41443 -4.78390 -1.21403
C -1.18452 -5.60181 -0.17313
C -0.06376 -5.41236 0.80057
C 0.22030 -3.94175 1.22773
C -2.55627 0.49203 -4.60819
H 2.35833 -3.40262 1.52294
H 2.75962 -2.79652 -0.85255
H 1.12328 -4.79070 -1.74263
H 1.18912 -3.18517 -2.51453
H -0.90301 -2.75517 -0.68013
H -1.01042 -3.04128 -2.37315
H -2.26733 -4.95752 -1.87498
H -1.79830 -6.50654 -0.01168
H 0.86172 -5.89573 0.45593
H -0.32674 -5.94135 1.72245
H -0.56730 -3.30194 0.80747
H 0.14436 -3.81987 2.33518
H -3.48017 0.94258 -4.21182
H -2.74618 -0.46803 -5.07624
H -2.04059 1.15575 -5.31259
P -3.71001 -2.35090 -4.29098
P 0.10040 -2.40743 -5.58533
N -4.57935 -3.75207 -3.61501
N -4.89636 -2.13359 -5.65844
N 0.34693 -4.15880 -5.42678
N 0.91915 -2.50054 -7.21570
C -2.53126 -3.35048 -5.25136
C -1.63545 -2.51854 -6.18309
C -5.35292 -3.60691 -2.45691
C -5.90458 -4.83584 -2.12009
C -5.47635 -5.77704 -3.10701
C -4.67771 -5.08676 -4.01470
C -5.51830 -0.92928 -5.98525
C -6.45707 -1.15474 -6.98794
C -6.39240 -2.54796 -7.31806
C -5.41556 -3.12090 -6.50290
C 1.34517 -4.72951 -4.63457
C 1.22495 -6.10616 -4.68818
C 0.17348 -6.42083 -5.59642
C -0.37135 -5.21356 -6.02281
C 1.12861 -3.59847 -8.06101
C 1.49004 -3.14806 -9.32237
C 1.53033 -1.71775 -9.26218
C 1.17090 -1.34684 -7.97119
H -3.06169 -4.11013 -5.84529
H -1.95178 -3.90233 -4.49595
H -1.67686 -2.92664 -7.20643
H -1.96526 -1.46890 -6.25109
H -5.42911 -2.63803 -1.99610
H -6.55353 -5.03503 -1.27494
H -5.71478 -6.82539 -3.15479
H -4.21121 -5.44426 -4.92221
H -5.22532 -0.01944 -5.48848
H -7.11671 -0.42493 -7.41983
H -6.98850 -3.06966 -8.04983
H -5.05465 -4.12873 -6.47176
H 2.05313 -4.08973 -4.13092
H 1.81973 -6.81083 -4.13075
H -0.15351 -7.40303 -5.91228
H -1.17365 -5.01593 -6.70160
H 1.01103 -4.61309 -7.71972
H 1.66871 -3.79047 -10.16758
H 1.77760 -1.06108 -10.08020
H 1.06808 -0.37521 -7.51700
C -0.71261 2.62911 1.84886
C 0.41455 2.11361 0.93833
C 1.43921 3.23679 0.73194
C 1.14839 0.96267 1.63713
C -0.12612 1.53699 -0.30682
C -0.55823 0.84248 -1.21224
H -0.30458 2.89999 2.84055
H -1.48115 1.85024 1.99893
H -1.19274 3.51752 1.42370
H 1.66230 3.70677 1.69764
H 2.36094 2.82081 0.31648
H 1.06984 3.99785 0.04062
H 0.55109 0.05227 1.64612
H 2.06904 0.76535 1.06887
H 1.43342 1.23589 2.66410
*
```

Calculated values
- Energy: -2338.8013 a.u.
- Highest occupied orbital energy: -0.305 hartree
- Orbital gap: 8.13 eV
- ΔE to the lowest compared entry with this formula, charge and spin: 0.000 eV
- Max |F|: 3.8 eV/A

Results of the Mulliken charge analysis, in e, for atoms 1 through 2: number 1, Hg, carries 0.5902; number 2, C, carries -0.6523